Here is a molecular structure, C23H26N4O3Tl from the Open Molecules 2025 dataset. Energies are from ωB97M-V with the def2-TZVPD basis set.

Calculated values
Orbital gap (eV): 8.1682
ΔE to the lowest compared entry with this formula, charge and spin (kcal/mol): 11.0
Charge: +1

Each line ends with the Löwdin charge.
Geometry (Å):
Tl: 0.56 -0.41 0.94  0.84
C: -1.96 -0.78 5.03  -0.04
C: -2.31 -2.12 4.92  -0.04
C: -2.49 -2.66 3.66  0.00
C: -2.32 -1.84 2.55  -0.24
N: -1.96 -0.55 2.65  0.06
C: -1.80 -0.05 3.87  -0.14
C: -2.50 -2.36 1.16  -0.21
C: -3.38 -3.41 0.89  0.00
C: -3.48 -3.87 -0.40  -0.02
C: -2.73 -3.27 -1.40  0.01
C: -1.91 -2.20 -1.05  -0.20
N: -1.79 -1.77 0.20  0.10
C: -1.10 -1.47 -2.08  -0.22
C: -1.37 -1.58 -3.44  0.00
C: -0.59 -0.87 -4.34  -0.04
C: 0.44 -0.08 -3.86  -0.03
C: 0.63 -0.02 -2.49  -0.12
N: -0.12 -0.69 -1.62  0.02
H: -1.82 -0.32 6.00  0.11
H: -2.43 -2.74 5.80  0.12
H: -2.74 -3.70 3.54  0.11
H: -1.52 1.00 3.92  0.11
H: -3.98 -3.84 1.68  0.12
H: -4.15 -4.69 -0.65  0.12
H: -2.78 -3.63 -2.41  0.11
H: -2.18 -2.19 -3.80  0.11
H: -0.78 -0.95 -5.40  0.12
H: 1.08 0.49 -4.52  0.11
H: 1.43 0.59 -2.07  0.10
O: 4.91 1.98 -0.24  0.14
C: 3.74 1.64 0.28  -0.50
O: 3.07 0.74 -0.17  -0.02
C: 3.32 2.46 1.49  -0.24
N: 4.25 3.58 1.69  -0.03
C: 4.77 3.55 3.06  -0.19
C: 4.74 2.06 3.40  -0.16
C: 3.42 1.61 2.78  -0.13
H: 2.29 2.79 1.31  0.14
H: 3.86 4.47 1.43  0.13
H: 5.20 2.75 0.30  0.11
H: 4.13 4.11 3.75  0.12
H: 5.77 3.98 3.10  0.12
H: 4.79 1.87 4.47  0.12
H: 5.58 1.55 2.93  0.12
H: 2.59 1.86 3.45  0.12
H: 3.37 0.55 2.58  0.10
C: -1.16 4.07 0.01  -0.01
O: -0.39 2.87 0.29  -0.12
C: -0.86 1.67 0.19  -0.25
C: -2.27 1.49 -0.21  -0.08
H: -1.95 4.18 0.74  0.10
H: -1.57 4.02 -1.00  0.10
H: -0.45 4.88 0.09  0.10
H: -2.92 2.36 -0.24  0.08
H: -2.67 0.72 0.45  0.06
H: -2.24 1.02 -1.20  0.10

***

Here is a single C23H26N4O4 molecule at a distorted geometry from the Open Molecules 2025 dataset. Energies are from ωB97M-V with the def2-TZVPD basis set.

Calculated values
Orbital gap (eV): 8.1791
ΔE to the lowest compared entry with this formula, charge and spin (kcal/mol): 97.5

Each line ends with the Löwdin charge.
Geometry (Å):
C: 3.09 4.06 3.49  -0.11
C: 2.95 3.66 2.03  -0.26
C: 2.81 2.15 1.87  -0.18
C: 2.61 1.75 0.40  -0.20
O: 1.43 2.30 -0.16  -0.06
C: 0.22 1.81 0.21  -0.26
C: 0.00 0.66 0.95  -0.01
C: -1.29 0.26 1.27  -0.02
C: -2.38 1.01 0.86  -0.15
C: -3.77 0.69 1.27  -0.42
O: -4.61 1.52 1.55  0.07
N: -4.10 -0.65 1.33  0.06
N: -3.32 -1.61 0.83  0.03
C: -3.65 -2.83 0.87  -0.09
C: -2.78 -3.82 0.30  -0.16
C: -2.79 -5.21 0.53  -0.12
N: -1.79 -5.81 -0.08  0.03
N: -1.13 -4.84 -0.72  0.03
C: -1.67 -3.61 -0.54  -0.15
C: -1.15 -2.42 -1.19  -0.17
C: -2.01 -1.49 -1.77  -0.03
C: -1.50 -0.39 -2.40  0.02
C: -0.12 -0.15 -2.49  -0.20
O: 0.19 0.97 -3.17  -0.06
C: 1.53 1.37 -3.38  -0.06
C: 0.75 -1.08 -1.89  -0.19
O: 2.11 -0.84 -1.95  -0.12
C: 2.99 -1.80 -1.43  -0.09
C: 0.22 -2.20 -1.27  0.03
C: -2.16 2.17 0.11  -0.01
C: -0.89 2.56 -0.22  0.01
H: 3.19 5.14 3.58  0.07
H: 2.22 3.75 4.06  0.07
H: 3.97 3.59 3.93  0.07
H: 2.07 4.14 1.60  0.11
H: 3.82 4.00 1.47  0.11
H: 1.96 1.80 2.46  0.11
H: 3.71 1.65 2.24  0.12
H: 3.42 2.17 -0.21  0.13
H: 2.62 0.66 0.29  0.11
H: 0.82 0.05 1.30  0.11
H: -1.43 -0.63 1.86  0.11
H: -5.04 -0.87 1.68  0.16
H: -4.58 -3.19 1.33  0.13
H: -3.48 -5.77 1.13  0.11
H: -0.34 -5.07 -1.29  0.16
H: -3.08 -1.65 -1.73  0.12
H: -2.14 0.34 -2.86  0.13
H: 2.10 0.61 -3.92  0.10
H: 2.03 1.61 -2.45  0.08
H: 1.46 2.27 -3.99  0.10
H: 3.99 -1.40 -1.61  0.10
H: 2.85 -1.94 -0.35  0.09
H: 2.89 -2.76 -1.94  0.10
H: 0.88 -2.92 -0.80  0.11
H: -3.01 2.76 -0.19  0.12
H: -0.71 3.45 -0.80  0.12

***

Here is a molecular structure, C23H26N4O4PSeV at a distorted geometry from the Open Molecules 2025 dataset. Energies are from ωB97M-V with the def2-TZVPD basis set.

Calculated values
Orbital gap (eV): 5.7203
ΔE to the lowest compared entry with this formula, charge and spin (kcal/mol): 19.3
Charge: +2

Each line ends with the Löwdin charge.
Geometry (Å):
V: -0.20 -0.16 -0.73  0.97
N: -1.55 -1.39 0.28  -0.02
C: -2.63 -1.91 -0.60  -0.06
C: -1.99 -2.07 -1.97  -0.45
O: -2.37 -2.81 -2.83  0.17
N: -0.85 -1.25 -2.07  -0.06
C: 0.03 -1.52 -3.21  -0.03
C: 1.41 -1.08 -2.75  -0.42
O: 2.47 -1.37 -3.13  0.25
O: 1.18 -0.19 -1.66  -0.24
H: -1.91 -1.10 1.18  0.10
H: -0.86 -2.13 0.47  0.08
H: -3.03 -2.86 -0.27  0.15
H: -3.44 -1.19 -0.66  0.14
H: 0.03 -2.57 -3.49  0.15
H: -0.24 -0.94 -4.10  0.16
Se: 2.28 0.73 0.78  1.30
N: 0.48 0.48 1.05  -0.30
C: 0.20 0.92 2.28  -0.30
C: -1.07 0.91 2.92  -0.02
C: -1.16 1.41 4.18  -0.01
C: -0.04 1.96 4.88  -0.03
C: 1.18 2.00 4.31  0.02
C: 1.34 1.47 2.99  -0.34
N: 2.49 1.45 2.35  -0.18
H: -1.95 0.52 2.43  0.09
H: -2.13 1.41 4.67  0.13
H: -0.19 2.36 5.88  0.13
H: 2.05 2.41 4.81  0.14
C: 1.81 -2.62 2.83  -0.16
P: 1.76 -3.21 1.14  0.56
C: 0.97 -4.81 1.17  -0.16
C: 3.45 -3.47 0.63  -0.15
O: 1.04 -2.22 0.23  -0.44
H: 2.20 -3.38 3.51  0.07
H: 0.80 -2.34 3.15  0.06
H: 2.46 -1.74 2.89  0.05
H: 1.50 -5.48 1.84  0.07
H: 0.98 -5.23 0.16  0.07
H: -0.07 -4.71 1.51  0.06
H: 3.99 -4.07 1.37  0.08
H: 3.95 -2.51 0.50  0.06
H: 3.45 -4.00 -0.33  0.07
C: -0.09 4.54 -4.11  -0.03
C: 0.59 3.31 -4.16  -0.03
C: 0.32 2.32 -3.25  -0.02
C: -0.64 2.51 -2.24  -0.14
C: -1.00 1.54 -1.25  -0.13
C: -1.99 1.79 -0.32  -0.09
C: -2.65 3.03 -0.28  -0.04
C: -2.30 3.99 -1.19  0.03
C: -1.32 3.76 -2.18  -0.14
C: -1.02 4.76 -3.13  0.00
H: 0.13 5.31 -4.84  0.12
H: 1.32 3.13 -4.94  0.12
H: 0.86 1.39 -3.33  0.09
H: -2.30 1.05 0.40  0.08
H: -3.41 3.22 0.46  0.12
H: -2.79 4.96 -1.17  0.14
H: -1.54 5.70 -3.07  0.13

***

Here is a molecular structure, C23H26N4OPbS2 at a distorted geometry from the Open Molecules 2025 dataset. Energies are from ωB97M-V with the def2-TZVPD basis set.

Calculated values
Orbital gap (eV): 5.9094
Charge: -2

Each line ends with the Löwdin charge.
Geometry (Å):
Pb: -1.52 -0.39 -0.14  1.04
C: 1.19 -1.06 -4.06  -0.09
C: 1.02 -2.07 -2.92  -0.21
C: 2.11 -1.98 -1.90  -0.17
C: 3.11 -2.94 -1.84  -0.06
C: 4.09 -2.88 -0.86  -0.11
C: 4.04 -1.89 0.10  -0.07
C: 3.06 -0.91 0.07  -0.17
C: 2.98 0.07 1.21  -0.20
C: 4.03 1.18 1.15  -0.10
C: 2.11 -0.92 -0.97  -0.20
N: 1.11 0.02 -1.07  0.00
C: 1.31 1.28 -1.18  -0.13
C: 0.29 2.25 -1.26  -0.37
C: 0.47 3.64 -1.46  -0.09
C: -0.80 4.19 -1.47  -0.14
C: -1.69 3.11 -1.29  -0.22
N: -1.04 1.96 -1.16  -0.08
H: 0.35 -1.14 -4.75  0.07
H: 2.11 -1.25 -4.61  0.07
H: 1.21 -0.05 -3.66  0.06
H: 0.96 -3.08 -3.33  0.11
H: 0.08 -1.85 -2.41  0.06
H: 3.12 -3.74 -2.56  0.10
H: 4.87 -3.63 -0.83  0.09
H: 4.77 -1.88 0.89  0.10
H: 3.14 -0.49 2.14  0.11
H: 1.98 0.51 1.26  0.10
H: 5.03 0.76 1.04  0.06
H: 4.00 1.78 2.06  0.06
H: 3.84 1.85 0.31  0.05
H: 2.33 1.68 -1.28  0.12
H: 1.41 4.15 -1.59  0.08
H: -1.06 5.22 -1.59  0.07
H: -2.76 3.14 -1.26  0.09
S: -4.19 -0.61 -0.51  0.45
C: -4.42 -2.34 -0.47  -0.78
C: -5.76 -2.74 -0.55  -0.36
N: -6.87 -3.04 -0.63  0.12
C: -3.46 -3.32 -0.36  -0.79
S: -1.72 -3.15 -0.29  0.44
C: -3.87 -4.66 -0.28  -0.36
N: -4.16 -5.77 -0.19  0.12
C: -1.80 0.87 4.33  -0.07
C: -1.78 1.13 2.80  -0.81
C: -0.83 2.33 2.55  -0.05
C: -3.20 1.54 2.36  -0.08
O: -1.33 0.00 2.19  -0.42
H: -2.15 1.74 4.88  0.06
H: -0.79 0.62 4.66  0.07
H: -2.45 0.03 4.54  0.07
H: -1.17 3.22 3.08  0.07
H: -0.79 2.55 1.48  0.05
H: 0.17 2.08 2.89  0.07
H: -3.59 2.35 2.97  0.07
H: -3.87 0.68 2.45  0.07
H: -3.19 1.85 1.32  0.05

***

Here is a molecular structure, C23H26N4PtS3 from the Open Molecules 2025 dataset. Energies are from ωB97M-V with the def2-TZVPD basis set.

Calculated values
Orbital gap (eV): 6.2575
ΔE to the lowest compared entry with this formula, charge and spin (kcal/mol): 20.4

Each line ends with the Löwdin charge.
Geometry (Å):
Pt: -0.05 0.55 -0.68  0.51
C: 2.92 0.70 -1.36  -0.11
N: 1.89 1.49 -0.65  -0.30
C: 2.22 1.49 0.81  -0.17
C: 1.04 1.93 1.66  -0.17
N: -0.04 0.92 1.58  -0.28
C: 0.23 -0.27 2.40  -0.07
C: -1.37 1.42 1.88  -0.30
C: -1.58 2.32 2.92  -0.03
C: -2.87 2.74 3.22  -0.09
C: -3.94 2.24 2.50  -0.09
C: -3.73 1.35 1.46  -0.11
C: -2.44 0.93 1.13  -0.60
S: -2.16 -0.18 -0.21  0.53
C: 1.89 2.89 -1.16  -0.28
C: 3.09 3.60 -1.15  -0.06
C: 3.14 4.90 -1.61  -0.10
C: 1.98 5.50 -2.09  -0.10
C: 0.79 4.80 -2.09  -0.12
C: 0.71 3.47 -1.62  -0.65
S: -0.83 2.66 -1.65  0.56
H: 3.92 1.08 -1.16  0.08
H: 2.85 -0.34 -1.04  0.06
H: 2.72 0.75 -2.43  0.08
H: 2.53 0.48 1.07  0.11
H: 3.07 2.15 0.99  0.12
H: 1.37 2.09 2.69  0.13
H: 0.64 2.87 1.27  0.13
H: 0.39 0.01 3.45  0.10
H: -0.62 -0.93 2.33  0.08
H: 1.11 -0.80 2.03  0.07
H: -0.74 2.70 3.48  0.11
H: -3.03 3.46 4.02  0.10
H: -4.95 2.57 2.72  0.10
H: -4.56 0.99 0.86  0.10
H: 3.99 3.14 -0.79  0.10
H: 4.08 5.44 -1.60  0.10
H: 2.00 6.52 -2.45  0.10
H: -0.12 5.26 -2.45  0.10
N: -1.78 -2.50 -2.39  0.10
C: -0.48 -2.36 -2.10  -0.88
S: 0.39 -1.00 -2.63  0.61
N: 0.13 -3.33 -1.39  0.06
C: -0.40 -4.56 -0.93  -0.24
C: -1.23 -5.36 -1.72  -0.04
C: -1.70 -6.57 -1.22  -0.08
C: -1.33 -7.00 0.04  -0.09
C: -0.49 -6.22 0.82  -0.08
C: -0.03 -5.00 0.34  -0.02
H: -2.22 -1.67 -2.76  0.09
H: -2.36 -3.11 -1.83  0.10
H: 1.08 -3.12 -1.15  0.13
H: -1.48 -5.05 -2.72  0.11
H: -2.34 -7.18 -1.84  0.11
H: -1.69 -7.95 0.42  0.10
H: -0.19 -6.55 1.81  0.11
H: 0.61 -4.37 0.95  0.11

***

Here is a molecular structure, C23H26NNaSSb from the Open Molecules 2025 dataset. Energies are from ωB97M-V with the def2-TZVPD basis set.

Calculated values
Orbital gap (eV): 6.8444
ΔE to the lowest compared entry with this formula, charge and spin (kcal/mol): 0.0
Charge: -1

Each line ends with the Löwdin charge.
Geometry (Å):
Na: 0.44 -1.16 -1.59  0.15
S: -1.88 -2.87 -5.28  0.93
C: -0.59 -3.97 -5.23  -0.48
C: 0.39 -3.55 -4.37  -0.27
C: 0.13 -2.31 -3.67  -0.16
C: -1.10 -1.86 -4.10  -0.56
C: -1.82 -0.63 -3.66  -0.29
C: -3.09 -0.32 -4.16  -0.06
C: -3.74 0.82 -3.74  -0.09
C: -3.12 1.66 -2.82  -0.09
C: -1.87 1.27 -2.37  -0.15
N: -1.23 0.18 -2.77  0.08
H: -0.59 -4.87 -5.84  0.04
H: 1.29 -4.13 -4.23  0.07
H: -3.57 -0.99 -4.87  0.07
H: -4.72 1.06 -4.13  0.10
H: -3.58 2.56 -2.45  0.09
H: -1.34 1.87 -1.63  0.08
C: 0.14 -1.44 0.77  -0.10
C: -0.63 -1.89 1.61  -0.21
C: -1.53 -2.37 2.62  -0.29
C: -2.92 -2.30 2.45  -0.05
C: -3.79 -2.75 3.43  -0.11
C: -3.29 -3.29 4.62  -0.13
C: -1.92 -3.37 4.80  -0.11
C: -1.05 -2.92 3.81  -0.06
H: -3.31 -1.88 1.53  0.11
H: -4.86 -2.68 3.28  0.09
H: -3.97 -3.64 5.38  0.09
H: -1.51 -3.79 5.71  0.09
H: 0.02 -2.98 3.94  0.11
C: 1.33 3.17 2.53  -0.20
C: 0.67 2.86 1.19  -0.45
Sb: 1.64 1.46 -0.12  1.41
C: 2.77 0.38 1.36  -0.46
C: 4.09 0.97 1.84  -0.20
C: 3.22 2.74 -0.88  -0.47
C: 3.65 3.96 -0.08  -0.21
H: 0.70 3.84 3.14  0.06
H: 2.30 3.66 2.41  0.04
H: 1.49 2.27 3.12  0.06
H: 0.54 3.77 0.60  0.04
H: -0.33 2.46 1.35  0.04
H: 2.91 -0.61 0.91  0.02
H: 2.07 0.20 2.17  0.03
H: 4.78 1.19 1.02  0.05
H: 4.60 0.27 2.52  0.06
H: 3.95 1.90 2.39  0.04
H: 2.85 3.05 -1.86  0.03
H: 4.07 2.08 -1.08  0.03
H: 2.81 4.61 0.16  0.05
H: 4.38 4.57 -0.62  0.06
H: 4.11 3.68 0.87  0.04

***

Here is a molecular structure, C23H27BBrF4N5O2Pd at a distorted geometry from the Open Molecules 2025 dataset. Energies are from ωB97M-V with the def2-TZVPD basis set.

Calculated values
Orbital gap (alpha / beta) (eV): 3.5798 / 3.5781
ΔE to the lowest compared entry with this formula, charge and spin (kcal/mol): 39.9
Charge: +2

Each line ends with the Löwdin charge.
Geometry (Å):
Pd: -0.28 1.08 0.48  0.94
O: -0.41 -3.94 -2.32  0.06
C: 0.02 -4.06 -1.03  -0.27
C: 0.50 -5.24 -0.48  0.00
C: 0.96 -5.24 0.83  -0.04
C: 0.96 -4.08 1.59  -0.05
C: 0.47 -2.91 1.05  -0.01
C: -0.02 -2.91 -0.25  -0.09
C: -0.66 -1.64 -0.86  -0.39
O: -1.12 -0.76 0.02  -0.18
N: 0.35 -1.11 -1.76  0.16
N: 0.73 0.07 -1.64  0.06
C: 1.63 0.59 -2.53  -0.10
C: 2.07 1.88 -2.41  -0.54
Br: 1.59 2.83 -0.85  1.04
C: 2.94 2.53 -3.33  0.05
C: 3.30 2.11 -4.60  -0.18
C: 4.57 2.53 -5.10  0.05
C: 5.02 2.08 -6.32  -0.01
C: 4.21 1.26 -7.10  0.04
C: 2.93 0.88 -6.66  -0.01
C: 2.47 1.31 -5.44  0.01
H: -0.49 -4.80 -2.75  0.13
H: 0.51 -6.14 -1.07  0.13
H: 1.32 -6.17 1.26  0.12
H: 1.34 -4.09 2.60  0.11
H: 0.43 -1.99 1.62  0.10
H: -1.47 -2.00 -1.53  0.19
H: 0.71 -1.73 -2.50  0.20
H: 2.04 -0.03 -3.32  0.14
H: 3.39 3.46 -2.98  0.14
H: 5.20 3.17 -4.49  0.14
H: 5.99 2.38 -6.68  0.13
H: 4.55 0.93 -8.07  0.14
H: 2.29 0.30 -7.30  0.13
H: 1.45 1.11 -5.15  0.13
F: -1.80 2.78 0.24  -0.03
B: -1.21 3.78 1.16  -1.23
F: -2.08 4.00 2.17  0.19
F: -0.78 4.84 0.42  0.17
F: -0.05 3.02 1.67  -0.04
C: -4.65 1.15 3.50  -0.14
C: -4.43 0.61 2.11  -0.14
N: -3.00 0.56 1.84  0.10
C: -2.05 0.50 2.78  -0.33
N: -0.77 0.56 2.41  -0.02
C: 0.32 0.45 3.36  -0.21
C: -0.12 -0.37 4.57  -0.14
C: -1.38 0.27 5.11  -0.12
N: -2.39 0.35 4.06  -0.02
C: -3.80 0.37 4.49  -0.12
H: -5.70 1.06 3.78  0.13
H: -4.37 2.20 3.53  0.13
H: -4.89 1.25 1.37  0.13
H: -4.86 -0.39 2.01  0.13
H: -2.69 0.57 0.88  0.10
H: 0.63 1.45 3.68  0.12
H: 1.18 -0.01 2.87  0.11
H: 0.66 -0.37 5.32  0.13
H: -0.32 -1.40 4.27  0.12
H: -1.16 1.27 5.49  0.14
H: -1.79 -0.32 5.93  0.13
H: -3.84 0.84 5.47  0.13
H: -4.16 -0.65 4.59  0.14

***

Here is 2 unconnected molecules or ions with the total composition C23H27Br2ClN4O5 at a distorted geometry from the Open Molecules 2025 dataset. Energies are from ωB97M-V with the def2-TZVPD basis set.

Calculated values
Orbital gap (eV): 8.2686

Each line ends with the Löwdin charge.
Geometry (Å):
O: -1.16 1.51 -2.42  0.04
C: -0.02 1.81 -2.10  -0.41
N: 0.94 1.29 -2.94  0.05
N: 2.30 1.46 -2.97  0.06
C: 2.90 2.61 -2.79  -0.08
C: 4.35 2.78 -2.87  -0.13
C: 4.87 4.07 -2.70  -0.06
C: 6.24 4.33 -2.87  -0.58
Br: 6.91 6.10 -2.64  0.81
C: 7.09 3.28 -3.23  -0.38
O: 8.41 3.55 -3.45  0.01
C: 6.60 1.99 -3.38  -0.48
Br: 7.77 0.55 -3.88  0.87
C: 5.24 1.73 -3.19  -0.27
O: 4.84 0.44 -3.34  0.03
C: 0.21 2.65 -0.89  -0.15
C: -0.81 3.53 -0.47  0.00
C: -0.63 4.34 0.66  -0.09
C: 0.56 4.29 1.38  -0.66
Cl: 0.78 5.32 2.77  0.66
C: 1.56 3.41 0.99  -0.09
C: 1.38 2.58 -0.12  -0.03
H: 0.55 0.62 -3.60  0.16
H: 2.29 3.49 -2.60  0.12
H: 4.22 4.90 -2.45  0.11
H: 8.56 4.50 -3.30  0.03
H: 5.61 -0.10 -3.60  0.01
H: -1.74 3.59 -1.02  0.12
H: -1.43 5.01 0.97  0.11
H: 2.48 3.35 1.57  0.11
H: 2.17 1.87 -0.37  0.11
C: -2.67 0.05 0.05  -0.10
C: -3.16 -1.04 1.02  -0.22
C: -2.47 -2.41 0.84  -0.31
C: -2.77 -2.99 -0.56  -0.05
C: -2.89 -3.40 1.96  -0.19
N: -2.56 -2.86 3.29  0.11
C: -3.45 -2.63 4.26  -0.56
C: -2.89 -2.11 5.56  0.00
O: -4.65 -2.82 4.13  0.03
C: -2.21 -4.77 1.81  -0.47
O: -1.01 -4.88 2.05  0.04
N: -2.90 -5.84 1.39  0.03
C: -4.33 -5.91 1.09  -0.06
H: -2.98 -0.18 -0.97  0.07
H: -3.10 1.01 0.34  0.07
H: -1.58 0.12 0.10  0.07
H: -2.97 -0.66 2.02  0.10
H: -4.24 -1.16 0.90  0.12
H: -1.39 -2.26 0.91  0.14
H: -3.84 -3.13 -0.68  0.08
H: -2.26 -3.94 -0.70  0.08
H: -2.40 -2.32 -1.33  0.07
H: -3.97 -3.53 1.89  0.13
H: -1.59 -2.73 3.49  0.15
H: -3.70 -2.03 6.28  0.08
H: -2.45 -1.13 5.40  0.08
H: -2.14 -2.81 5.94  0.08
H: -2.36 -6.69 1.31  0.14
H: -4.60 -6.93 0.78  0.09
H: -4.59 -5.22 0.29  0.07
H: -4.91 -5.66 1.98  0.09